ORCA calculation (ωB97M-V with the def2-TZVPD basis set) on one molecule with the formula C4H5N3.

Calculated values
Total charge = 0
Energy = -319.58595 Ha
Gap between HOMO and LUMO = 10.37 eV
Relative energy (zero: lowest compared OMol25 entry of this formula, charge and spin) = 331.50 kJ/mol
Highest occupied orbital energy = -9.577 eV

Each line ends with the natural charge from an NBO analysis.
Cartesian coordinates (Å):
1 C -1.089825 -0.978463 0.702086  -0.160
2 N -1.447086 -1.052431 -0.642852  -0.219
3 N -0.639820 -0.373882 -1.377067  -0.057
4 N 0.201403 0.251442 -0.550029  -0.180
5 C -0.010701 -0.144558 0.720985  0.115
6 C 1.199730 0.744419 1.223930  -0.405
7 C 1.330045 1.179210 -0.252439  -0.177
8 H -1.732423 -1.392808 1.421027  0.223
9 H 0.948689 1.604298 1.760138  0.219
10 H 2.109424 0.217441 1.597868  0.229
11 H 1.119008 2.181962 -0.457342  0.208
12 H 2.178318 0.809555 -0.699416  0.204

Forces on atoms 1 to 6 (eV/Å):
C 0.2181 0.8272 -1.6556
N 0.3597 -0.4735 0.8760
N -0.1610 1.0088 -1.2614
N -0.5330 -1.1088 1.3574
C 1.2547 1.3049 0.7701
C -0.0196 -1.6073 -1.1032